# 1
C5H11O2S | ωB97M-V/def2-TZVPD

Geometry as XYZ:
```
19
Properties=species:S:1:pos:R:3:forces:R:3:mulliken_charge:R:1
C 0.97568 -2.04292 -0.31363 0.22 -0.68 0.24 -0.627
C -0.29638 -1.46383 -0.87328 -0.77 0.42 0.26 -0.508
C 0.96821 -0.61815 2.06027 -0.24 0.93 -0.42 -0.725
S 1.10868 -2.31130 1.47084 0.00 0.03 0.18 -0.167
H 1.16545 -3.04844 -0.70397 -0.10 0.05 -0.09 0.321
H 1.82826 -1.44561 -0.60565 0.19 0.28 -0.16 0.363
H -0.25219 -1.54239 -1.96073 -0.18 0.15 -0.02 0.348
H -0.44779 -0.42084 -0.59317 0.47 0.20 -0.16 -0.148
H 1.15294 0.08458 1.24058 -0.09 -0.16 -0.06 0.185
H -0.04213 -0.39659 2.39337 -0.01 -0.03 0.13 0.239
H 1.68178 -0.32099 2.82451 0.08 -0.51 0.22 0.363
H -1.23286 -1.90471 -0.50571 0.40 -0.56 -0.12 0.305
C -2.19980 1.76992 -1.27031 0.33 1.08 -0.42 -0.792
C -0.81445 2.32764 -0.88027 1.18 0.23 0.03 0.607
O -0.45127 2.26628 0.32283 -0.49 -0.38 0.02 -0.726
O -0.13274 2.80780 -1.82178 -0.41 -0.24 -0.03 -0.754
H -2.11238 0.78271 -1.71751 -0.09 -0.19 0.23 0.186
H -2.52594 2.45202 -2.06288 -0.29 -0.23 0.04 0.294
H -2.87596 1.83670 -0.42707 -0.20 -0.41 0.13 0.235
```
Forces are in eV/Å.

Computed properties:
HOMO energy = -3.9 eV
largest force on an atom = 1.2 eV/A
net charge = -1
2S+1 = 1
ΔE to the lowest compared entry with this formula, charge and spin = 8.4 kcal/mol
LUMO = 3.0 eV


# 2
C25H29N7O3ReS | ωB97M-V/def2-TZVPD

Geometry as XYZ:
```
66
Properties=species:S:1:pos:R:3:forces:R:3:mulliken_charge:R:1
Re 0.61262 -0.37209 0.61430 1.18 -1.62 -1.26 0.470
O -3.46606 -1.08185 -1.00992 -0.06 0.07 0.10 -0.791
C -4.11330 -0.19967 -0.20221 -0.06 -0.13 -0.20 0.616
C -5.47912 -0.05072 -0.42005 0.01 0.06 0.07 -0.821
C -6.20770 0.83089 0.34967 -0.04 0.01 0.00 -0.333
C -5.59813 1.58518 1.35579 0.04 -0.04 -0.03 -0.903
C -4.25317 1.43379 1.58204 0.00 0.02 0.04 -0.712
C -3.48085 0.54117 0.81324 0.03 0.07 0.15 0.169
C -2.06582 0.40772 1.11349 -0.07 -0.18 -0.21 0.537
O -1.34706 -0.39188 0.31945 -1.08 0.36 0.03 0.672
N -1.50899 1.03065 2.12187 0.51 -0.23 -0.03 -1.400
N -0.17393 0.69828 2.13955 -0.78 0.27 0.72 0.902
C 0.62806 1.12304 3.04429 0.04 0.05 -0.01 -0.268
C 1.99210 0.59886 2.97998 -0.13 0.04 -0.03 0.730
C 2.91000 0.79636 3.99522 -0.04 0.02 -0.02 -0.966
C 4.12295 0.12998 3.94232 0.05 -0.01 0.04 -0.425
C 4.37838 -0.72775 2.88351 0.02 -0.01 -0.02 -0.980
C 3.43311 -0.86545 1.88633 -0.15 0.11 0.00 -0.134
N 2.26714 -0.19723 1.90545 0.44 0.06 0.42 0.644
H -2.52367 -1.00277 -0.80260 0.10 -0.01 0.00 0.336
H -5.94283 -0.63200 -1.20465 0.01 0.00 -0.01 0.506
H -7.26845 0.94096 0.16628 0.00 0.00 0.00 0.421
H -6.17884 2.27648 1.94872 0.00 0.00 0.01 0.442
H -3.76026 1.99995 2.36018 0.00 0.00 0.00 0.461
H 0.28269 1.78593 3.82942 0.04 0.00 0.00 0.529
H 2.65948 1.44511 4.82307 0.00 0.00 0.00 0.541
H 4.85195 0.26399 4.72979 0.01 0.00 -0.01 0.457
H 5.30556 -1.27852 2.81809 0.00 -0.01 0.00 0.468
H 3.59324 -1.50913 1.03373 0.03 -0.03 0.01 0.609
C 0.26886 -3.08172 -2.96035 0.02 -0.08 0.10 -1.980
C 0.76729 -2.16970 -1.89184 0.43 0.09 -0.25 0.967
N 0.29342 -2.07392 -0.69866 -0.66 -0.17 0.32 0.361
N -0.71304 -2.93498 -0.31210 0.16 0.03 0.07 -0.770
C -0.86800 -3.14941 1.00774 0.05 0.00 0.15 0.802
N -1.76353 -4.03217 1.41030 -0.04 -0.02 -0.04 -0.373
S 0.10469 -2.29482 2.10889 -0.11 -0.24 0.22 -0.583
C 1.92661 -1.29842 -2.05426 -0.35 -0.34 -0.10 0.427
C 2.75560 -1.30476 -3.16065 0.25 0.13 -0.03 -0.829
C 3.87166 -0.47986 -3.15327 -0.09 -0.11 -0.11 -0.792
C 4.09375 0.33300 -2.05548 -0.10 0.03 0.14 -0.741
C 3.20072 0.29674 -0.99727 0.16 0.14 -0.10 -0.229
N 2.14658 -0.52296 -0.97962 -0.04 0.26 0.23 0.101
H -0.81284 -3.20827 -2.91746 -0.01 0.00 -0.05 0.510
H 0.49468 -2.67225 -3.94162 0.01 0.00 0.01 0.506
H 0.74184 -4.06451 -2.88751 -0.02 -0.01 0.01 0.348
H -1.20400 -3.47630 -1.00940 0.02 0.02 -0.03 0.197
H -2.33475 -4.56976 0.77577 0.00 0.01 0.00 0.216
H -1.92124 -4.15179 2.39884 0.00 -0.01 0.00 0.265
H 2.55089 -1.94941 -4.00262 -0.01 0.01 0.00 0.436
H 4.54877 -0.46876 -3.99638 0.00 0.00 0.00 0.468
H 4.93703 1.00749 -2.01575 0.01 0.00 0.01 0.473
H 3.31782 0.95396 -0.14834 -0.03 0.01 -0.02 0.493
C -0.88360 1.57096 -1.88551 -0.02 -0.02 -0.02 -1.399
C 0.14087 2.29758 -1.01716 0.15 -0.23 0.29 1.596
C 1.25887 2.86777 -1.87413 0.04 0.01 -0.06 -1.715
C -0.50854 3.39044 -0.18702 -0.09 0.11 -0.03 -1.588
O 0.77253 1.36193 -0.07368 0.08 1.48 -0.41 -0.056
H -1.04179 2.12886 -2.80871 -0.03 0.04 0.03 0.592
H -1.84965 1.46606 -1.39254 0.02 0.02 0.01 0.226
H -0.53090 0.57477 -2.16261 0.09 0.00 -0.05 0.008
H 0.87109 3.67885 -2.49090 0.00 0.01 0.00 0.506
H 1.67442 2.11369 -2.54480 0.00 -0.05 0.00 0.313
H 2.05756 3.27033 -1.25002 -0.02 -0.01 0.02 0.363
H -1.09611 4.04790 -0.82992 0.03 0.02 -0.01 0.413
H 0.24229 3.99596 0.32128 0.03 -0.02 0.00 0.375
H -1.17897 2.96818 0.56044 -0.02 0.00 -0.04 0.311
```
Forces are in eV/Å.

Computed properties:
HOMO energy (alpha / beta) = -13.3 / -13.3 eV
largest force on an atom = 2.4 eV/A
net charge = +2
2S+1 = 2
LUMO (alpha / beta) = -6.7 / -7.0 eV


# 3
C23H41N2P3SSn | ωB97M-V/def2-TZVPD

Geometry as XYZ:
```
71
Properties=species:S:1:pos:R:3:forces:R:3:mulliken_charge:R:1
Sn 0.34735 -0.28538 0.24234 -0.12 -1.25 -2.60 0.252
P 1.79215 -1.83153 -1.65547 0.19 -0.11 -0.28 0.733
P 1.89572 1.85776 -0.28691 0.34 0.87 -0.06 1.046
P -1.57085 -2.29069 0.09976 -0.37 -0.73 0.04 0.933
H -5.07519 6.39724 0.17622 -0.35 -0.23 0.34 0.486
C -5.60999 5.68039 0.81769 -0.93 0.46 -4.00 -0.317
C -5.34614 5.61564 2.12373 0.82 0.13 3.82 -0.247
H -4.58608 6.27812 2.55897 -0.46 -0.19 0.00 0.340
C 1.25192 -1.63100 -3.38281 -0.25 0.21 0.08 -1.261
C 3.57468 -1.54173 -1.81120 0.38 0.24 0.26 -1.121
C 1.78081 -3.63777 -1.47066 -0.18 -0.18 0.37 -0.976
C 1.37022 3.28052 0.72138 -0.19 -0.15 0.25 -1.175
C 3.70837 1.79304 -0.14260 0.24 -0.36 0.33 -1.337
C 1.60800 2.39467 -2.01779 -0.39 -0.63 0.06 -1.234
C -3.12136 -1.82048 0.94012 0.25 0.38 0.18 -1.210
C -1.28421 -3.98146 0.71045 0.26 0.14 0.22 -1.326
C -2.10770 -2.57677 -1.63387 0.41 0.45 -0.06 -1.212
H -6.39127 5.08347 0.33414 0.18 0.16 0.25 0.347
H -5.88354 4.95588 2.80485 0.07 0.04 -0.13 0.330
H 1.85121 -2.31956 -3.99519 -0.16 0.19 0.10 0.452
H 1.42089 -0.60391 -3.72462 -0.06 -0.20 0.00 0.352
H 0.19093 -1.87653 -3.49762 0.20 0.07 -0.04 0.328
H 3.95220 -2.23293 -2.57638 -0.05 0.22 0.09 0.544
H 4.10330 -1.75443 -0.87519 -0.14 0.01 -0.20 0.274
H 3.80111 -0.51304 -2.11113 -0.04 -0.21 -0.08 0.359
H 2.42924 -4.04144 -2.25732 -0.17 0.01 0.09 0.572
H 0.77642 -4.05707 -1.58402 0.19 0.03 -0.05 0.325
H 2.18661 -3.94427 -0.50065 -0.08 0.05 -0.21 0.160
H 2.13341 4.07192 0.65251 -0.27 -0.23 0.00 0.493
H 1.25677 2.96555 1.76799 0.15 0.21 -0.20 0.390
H 0.40172 3.66285 0.36840 0.30 -0.09 0.02 0.283
H 4.17122 2.46813 -0.88037 -0.27 -0.13 0.26 0.468
H 4.08411 0.77573 -0.31670 -0.06 0.40 -0.03 0.284
H 3.99712 2.10681 0.87268 -0.02 -0.09 -0.32 0.511
H 2.03938 3.40328 -2.14294 -0.09 -0.40 0.14 0.493
H 0.52592 2.42402 -2.22092 0.39 0.03 -0.03 0.320
H 2.09131 1.69201 -2.71830 -0.18 0.35 0.23 0.339
H -3.85605 -2.62459 0.78323 0.20 0.23 0.07 0.490
H -3.52146 -0.87438 0.55436 0.00 -0.31 0.01 0.311
H -2.93112 -1.69274 2.01380 -0.15 -0.16 -0.18 0.383
H -2.09631 -4.62617 0.34939 0.18 0.12 0.10 0.517
H -1.29264 -3.96195 1.80698 -0.06 -0.18 -0.19 0.519
H -0.31862 -4.37142 0.36792 -0.29 0.00 0.07 0.310
H -3.08758 -3.08306 -1.59024 0.40 0.16 -0.03 0.516
H -1.38329 -3.21179 -2.17090 -0.35 0.23 0.22 0.327
H -2.21169 -1.61743 -2.16494 -0.04 -0.36 0.08 0.346
C -2.23819 2.06380 1.03504 0.09 -0.13 0.28 1.135
C -2.75197 1.83027 -0.25443 0.37 0.33 -1.11 -0.266
C -3.27441 2.88526 -1.00024 0.02 -0.88 -0.06 -0.995
C -3.45609 4.12531 -0.38138 -0.12 0.10 -0.09 -0.831
C -2.97153 4.34842 0.91130 -0.55 0.19 0.88 -0.467
C -2.41390 3.32261 1.65164 0.05 -0.10 0.23 -0.899
S -1.34221 0.89035 1.90199 0.17 0.44 0.66 -0.102
H -0.61372 0.30756 -1.17976 0.42 -0.11 0.64 -0.039
H -2.62772 0.82033 -0.65364 -0.22 0.56 -0.16 0.294
H -3.53456 2.74907 -2.05403 -0.21 -0.05 0.49 0.496
H -4.03168 4.90844 -0.87903 0.62 -0.23 -0.23 0.481
H -3.13032 5.31340 1.40094 0.52 -0.21 -0.35 1.069
H -2.10462 3.43601 2.69038 0.01 0.21 -0.27 0.507
N 2.07791 -6.47525 2.34070 0.69 3.14 -0.20 -0.337
C 2.37054 -5.33814 2.27783 -0.45 -2.17 0.21 -0.216
C 2.75506 -3.93802 2.12282 0.03 -0.02 0.24 0.112
C 4.10023 -3.53051 2.05444 -0.09 -0.06 -0.30 -0.334
C 4.40204 -2.18623 1.82968 -0.65 0.09 0.18 -0.797
C 3.34444 -1.29312 1.64434 0.09 -0.17 -0.18 -0.307
N 2.05650 -1.68727 1.65357 -0.19 0.34 0.43 -0.130
C 1.76859 -2.95745 1.99355 -0.41 0.14 -0.23 -0.264
H 4.89292 -4.26888 2.14042 -0.10 0.09 0.07 0.543
H 5.42464 -1.82210 1.78537 -0.13 -0.15 0.10 0.490
H 3.52529 -0.22918 1.46866 -0.04 -0.47 0.03 0.479
H 0.70578 -3.17820 2.16168 0.63 -0.07 -0.27 0.657
```
Forces are in eV/Å.

Computed properties:
HOMO energy (alpha / beta) = -19.7 / -19.7 eV
largest force on an atom = 4.1 eV/A
net charge = +4
2S+1 = 1
LUMO (alpha / beta) = -14.6 / -15.4 eV


# 4
C14H11AuN2O5Se | ωB97M-V/def2-TZVPD

Geometry as XYZ:
```
34
Properties=species:S:1:pos:R:3:forces:R:3:mulliken_charge:R:1
Au 0.65863 -1.08152 0.13862 0.09 0.18 -0.01 0.494
O -0.91221 1.19396 0.56800 -0.11 0.09 0.05 -0.443
C -0.48088 2.07255 -0.15497 0.02 -0.07 0.05 -0.303
C 0.92181 2.30736 -0.48910 0.03 0.01 0.04 1.125
C 1.19186 3.38797 -1.33050 -0.02 -0.03 0.04 -0.652
C 2.48775 3.70993 -1.64546 0.01 -0.01 0.00 -0.301
C 3.55794 2.97552 -1.13175 -0.01 0.03 -0.03 -0.423
C 3.31124 1.90797 -0.30913 -0.05 -0.05 0.04 -0.496
C 1.99244 1.52911 0.03935 0.04 0.17 -0.11 0.185
O 1.82190 0.52055 0.85095 -0.03 -0.20 -0.08 -0.816
N 2.75190 4.84704 -2.52535 0.00 0.02 0.01 1.013
O 1.79737 5.46899 -2.95106 0.00 0.00 -0.01 -0.623
O 3.91262 5.10666 -2.77788 0.00 0.00 -0.01 -0.623
H -1.18450 2.79124 -0.61475 0.01 0.00 -0.03 0.299
H 0.38098 3.98271 -1.73055 0.00 0.01 0.00 0.444
H 4.56580 3.25970 -1.39787 0.00 0.00 0.00 0.476
H 4.12186 1.31730 0.09540 0.00 0.01 0.01 0.431
C 0.40240 -0.42388 3.02528 -0.07 -0.05 0.03 -0.969
C -0.29172 -1.31602 2.05668 0.02 -0.13 -0.24 0.809
O -1.18503 -2.04306 2.11235 -0.04 0.12 0.09 -0.279
H -0.11146 -0.54985 3.97721 0.04 0.01 0.02 0.348
H 0.34946 0.59206 2.64514 -0.02 0.00 0.02 0.252
H 1.45108 -0.70600 3.08216 0.01 0.01 0.00 0.321
Se -0.16844 -2.86348 -1.21961 0.09 -0.18 0.13 -0.155
C -1.87571 -3.37251 -0.52071 0.02 0.06 -0.01 -0.121
C -3.05102 -2.82753 -1.01470 -0.02 0.06 0.05 -0.224
C -4.25716 -3.27325 -0.49165 0.00 0.03 -0.04 -0.277
N -4.35600 -4.20080 0.45546 -0.01 -0.01 0.01 -0.596
C -3.22062 -4.72477 0.90952 0.00 -0.03 0.01 -0.261
C -1.96430 -4.35359 0.45682 -0.02 -0.04 -0.07 -0.192
H -3.03509 -2.06654 -1.78257 0.02 0.00 0.00 0.408
H -5.18988 -2.85832 -0.85773 -0.01 -0.01 0.01 0.360
H -3.31665 -5.48654 1.67548 -0.01 0.00 0.00 0.360
H -1.07635 -4.82297 0.85691 0.02 0.01 0.00 0.429
```
Forces are in eV/Å.

Computed properties:
HOMO energy (alpha / beta) = -8.8 / -8.8 eV
largest force on an atom = 0.3 eV/A
2S+1 = 1
ΔE to the lowest compared entry with this formula, charge and spin = 11.6 kcal/mol
LUMO (alpha / beta) = -2.0 / -2.0 eV